Entry 1:
18
Properties=species:S:1:pos:R:3:mulliken_charge:R:1 method="wB97M-V/def2-TZVPD" smiles=C[C@H]1C[C@@H](C)C1 multiplicity=1
C -2.30237 0.26349 0.43013 -1.481
C -1.06489 0.26862 -0.44882 0.496
C 0.16934 1.09941 -0.02155 -0.912
C 1.07458 -0.06405 -0.49014 0.496
C 2.28576 -0.43060 0.34988 -1.496
C -0.16438 -0.98632 -0.43569 -0.912
H -2.02573 0.23651 1.49084 0.337
H -2.91585 -0.62158 0.22534 0.334
H -2.92682 1.14873 0.26827 0.362
H -1.33624 0.51513 -1.48249 0.292
H 0.21334 1.21431 1.06996 0.261
H 0.31630 2.08263 -0.48091 0.307
H 1.37184 0.09661 -1.53440 0.279
H 2.76328 -1.34584 -0.02041 0.350
H 3.03588 0.36914 0.34033 0.350
H 1.99338 -0.60468 1.39356 0.344
H -0.30028 -1.72092 -1.23660 0.310
H -0.22552 -1.50755 0.52938 0.281

=====

Entry 2:
18
Properties=species:S:1:pos:R:3:mulliken_charge:R:1 method="wB97M-V/def2-TZVPD" multiplicity=1
C 0.65757 -1.57884 1.53614 -1.046
C -0.40009 -1.23078 0.46753 -0.272
C 0.08328 -0.07680 -0.38282 0.124
C 0.37814 -0.48826 -1.69902 -0.752
C 0.30127 1.23815 0.19609 -0.394
C -0.66503 2.30319 -0.22197 -1.144
H 1.01980 -2.60434 1.51833 0.316
H 0.19904 -1.36825 2.50009 0.256
H 1.51476 -0.91060 1.45570 0.336
H -0.64843 -2.13155 -0.11439 0.367
H -1.32677 -0.95665 0.97635 0.244
H 1.05645 0.07550 -2.34226 0.306
H 0.11527 -1.45629 -2.12153 0.333
H 1.32581 1.44214 0.48509 0.273
H -0.79345 -0.03887 -1.42093 0.213
H -0.90019 2.36350 -1.29287 0.303
H -0.28593 3.26087 0.14184 0.324
H -1.63150 2.15787 0.31864 0.216

=====

Entry 3:
18
Properties=species:S:1:pos:R:3:mulliken_charge:R:1 method="wB97M-V/def2-TZVPD" smiles="C=C(C)CCC" multiplicity=1
C -0.90656 -2.00956 0.45479 -1.077
C -0.52236 -0.72897 0.41605 0.938
C -1.55795 0.32856 0.79379 -1.288
C 0.92213 -0.32989 0.37484 -0.826
C 1.36664 1.01292 -0.28416 -0.384
C 0.62760 1.38970 -1.55485 -1.020
H -1.93495 -2.16731 0.75624 0.249
H -0.17440 -2.79862 0.34299 0.307
H -1.98940 0.92119 -0.02086 0.288
H -1.07716 1.07132 1.43391 0.272
H -2.45480 -0.16270 1.16395 0.373
H 1.50860 -0.63305 1.24855 0.366
H 1.39168 -1.05101 -0.33236 0.347
H 1.29456 1.81008 0.47284 0.290
H 2.44363 0.86470 -0.39200 0.332
H 0.77017 0.47767 -2.15399 0.284
H -0.45460 1.30228 -1.47071 0.208
H 0.80761 2.36901 -1.97872 0.342

=====

Entry 4:
18
Properties=species:S:1:pos:R:3:mulliken_charge:R:1 method="wB97M-V/def2-TZVPD" smiles="CCC=C(C)C" multiplicity=1
C 1.06907 1.35627 1.88655 -1.096
C 1.11221 0.00601 1.16959 -0.405
C 0.67611 0.14443 -0.25661 -0.608
C -0.41227 -0.35913 -0.82464 1.018
C -0.70512 -0.13708 -2.28040 -1.355
C -1.43126 -1.20692 -0.11784 -1.331
H 1.70350 2.07821 1.37695 0.311
H 0.05271 1.74405 1.89911 0.291
H 1.41515 1.25619 2.91304 0.337
H 2.13931 -0.37051 1.18634 0.267
H 0.48931 -0.71110 1.70340 0.319
H 1.34250 0.74775 -0.86151 0.252
H 0.09357 0.41806 -2.76522 0.352
H -1.63543 0.41882 -2.39834 0.322
H -0.82507 -1.09355 -2.78870 0.322
H -2.41953 -1.03026 -0.53782 0.357
H -1.46807 -0.99746 0.94703 0.383
H -1.19669 -2.26376 -0.25095 0.266

=====

Entry 5:
18
Properties=species:S:1:pos:R:3:mulliken_charge:R:1 method="wB97M-V/def2-TZVPD" smiles=CC[C@H]1C[C@H]1C multiplicity=1
C 1.77109 1.03935 -0.54139 -1.080
C 1.35882 -0.22096 0.21813 -0.596
C 0.16036 -0.87826 -0.43254 -0.058
C -0.89169 -1.60661 0.35572 -0.775
C -1.23244 -0.30701 -0.32245 0.230
C -1.56850 0.91489 0.50455 -1.427
H 1.97011 0.80741 -1.59440 0.307
H 0.96441 1.78023 -0.51573 0.234
H 2.67158 1.49801 -0.11978 0.360
H 1.14214 0.02366 1.26582 0.269
H 2.19378 -0.93426 0.24268 0.318
H 0.39248 -1.30918 -1.40694 0.367
H -0.80580 -1.58122 1.44070 0.243
H -1.30243 -2.53277 -0.03671 0.279
H -1.82795 -0.39315 -1.23011 0.360
H -2.59529 0.84623 0.88289 0.380
H -1.49247 1.83734 -0.08330 0.318
H -0.90818 1.01630 1.37284 0.271

=====

Entry 6:
18
Properties=species:S:1:pos:R:3:mulliken_charge:R:1 method="wB97M-V/def2-TZVPD" multiplicity=1
C -1.02174 -0.23521 2.07469 -1.011
C -0.95998 0.67305 0.85554 -0.804
C -0.07931 0.18017 -0.24243 0.811
C 1.11737 0.72360 -0.45899 0.052
C 2.18347 0.31296 -1.42108 -1.416
C -0.70193 -0.96178 -1.08169 -1.487
H -1.73213 0.14051 2.79776 0.355
H -1.48051 -1.20914 1.77855 0.274
H 0.00408 -0.34357 2.51133 0.263
H -0.62750 1.66913 1.39720 0.217
H -1.95920 0.91700 0.62115 0.436
H 1.32194 1.58619 0.31293 0.151
H 3.10480 -0.00301 -1.23401 0.488
H 2.15493 0.95042 -2.10032 0.399
H 1.86452 -0.66936 -1.85361 0.228
H -0.17218 -1.34324 -1.83936 0.488
H -1.12250 -1.59651 -0.44785 0.342
H -1.89413 -0.79121 -1.66982 0.213

=====

The highest occupied orbital energy results, record by record, are as follows: -0.382 -0.200 -0.334 -0.325 -0.362 -0.329 Ha.
The ΔE to the lowest compared entry with this formula, charge and spin results, record by record, are as follows: 18.8 144.6 39.2 15.4 22.5 84.3 kcal per mole.
The max |F| results, record by record, are as follows: 0.2 2.3 3.1 0.2 0.2 8.6 eV/Å.